DFT (wB97M-V/def2-TZVPD) results for C20H38LiN2O13 as an isolated structure at a distorted geometry.

Computed properties:
E_HOMO (eV): -10.68
Multiplicity: 1
F_max (eV/A): 11.0
LUMO energy (eV): -2.2
Charge: +1
DFT total energy (eV): -51142.138
Energy above the lowest of the compared OMol25 structures with the same formula, charge and spin (kJ/mol): 228.2

Atoms and positions in Å:
C 5.29012 -2.80288 -2.31303
C 3.99012 -1.98488 -1.94103
N 3.14312 -2.88188 -1.10903
C 2.76912 -4.13788 -1.72903
C 3.71512 -3.10688 0.26697
C 4.26912 -1.90188 0.99297
C 1.72712 -2.20488 -0.80303
C 0.63312 -2.09988 -1.98003
O -0.32788 -1.02288 -1.66903
C -1.43888 -1.03688 -2.52303
H 5.09612 -3.95388 -2.84703
H 5.79712 -2.83488 -1.39503
H 5.65012 -2.06788 -3.06603
H 3.46512 -1.72488 -2.84703
H 4.16512 -1.03588 -1.28303
H 3.61612 -4.95688 -1.92503
H 2.41212 -4.21988 -2.69803
H 1.82512 -4.80888 -1.33003
H 4.59712 -3.78788 -0.00803
H 2.86012 -3.45788 0.92597
H 4.48612 -2.17688 2.00497
H 3.67012 -0.88788 0.80797
H 5.22712 -1.66988 0.55497
H 1.75012 -1.24388 -0.50303
H 1.07212 -2.57788 0.00197
H 0.40812 -3.12988 -1.87903
H 1.02212 -1.85988 -2.91703
H -2.33788 -0.62188 -1.90803
H -1.74688 -1.95888 -2.84403
H -1.19588 -0.44988 -3.40903
Li -0.29088 1.04912 -1.24003
N 1.70512 1.23012 -2.60003
O 1.73312 1.18112 -1.40903
O 2.58112 0.67812 -3.28703
O 0.50412 1.34812 -3.10903
C -4.63888 -0.35288 3.25297
C -4.84288 -0.22488 1.81397
C -5.54988 1.06012 1.32497
O -4.69488 1.68512 0.61497
C -3.61588 1.06812 0.48297
O -2.67088 1.40812 -0.37603
O -3.53288 -0.06688 1.18497
H -3.90188 -1.06788 3.50897
H -5.53488 -0.79388 3.82897
H -3.99588 0.54612 3.61197
H -5.36488 -0.89988 1.33797
H -5.85588 1.64112 2.40797
H -6.34888 0.69812 0.74997
C -4.08188 4.59312 -1.90503
C -2.62888 4.92612 -2.21003
C -2.05888 6.12412 -1.49203
O -0.81188 5.58812 -1.06303
C -0.89288 4.24812 -1.06503
O -0.09088 3.53212 -0.50303
O -1.83988 3.79712 -1.81203
H -4.81388 5.34512 -1.97303
H -4.27988 4.35212 -0.92303
H -4.40788 3.66512 -2.35603
H -2.65288 5.04612 -3.37703
H -2.71088 6.48112 -0.65903
H -1.74088 6.88412 -2.15603
C 2.36812 -0.31288 4.66697
C 1.09212 -0.69888 3.74897
C -0.31188 -0.07188 4.21697
O -0.77088 0.47312 3.02497
C 0.06912 0.40312 2.08297
O -0.05888 0.84812 0.96597
O 1.22812 -0.19188 2.43497
H 3.35612 -0.49688 4.17497
H 2.39512 -0.69288 5.49697
H 2.27512 0.79812 5.05697
H 1.08112 -1.69188 3.65397
H -0.13788 0.51912 5.00897
H -0.86788 -1.04788 4.23197

=====

DFT (wB97M-V/def2-TZVPD) results for a single C20H38N2O molecule.

Computed properties:
E_HOMO (eV): -8.15
Multiplicity: 1
F_max (eV/A): 0.6
LUMO energy (eV): 0.9
DFT total energy (eV): -26384.880
Energy above the lowest of the compared OMol25 structures with the same formula, charge and spin (kJ/mol): 0.0
SMILES: OCC[C@H]1CN(CC2CCCCC2)CCN1CC1CCCCC1

Atoms and positions in Å:
O 0.10799 3.76269 0.14418
H 1.07238 3.76374 0.14739
C -0.33185 3.26699 1.38643
C 0.30256 1.93447 1.78491
H 0.07441 1.75904 2.83777
H 1.38622 2.00948 1.67176
C -0.19956 0.73855 0.95037
N 0.07606 -0.57034 1.52716
C 1.50186 -0.82072 1.61958
C 2.14503 -0.70438 0.23859
N 1.85905 0.59763 -0.32467
C 0.42546 0.76123 -0.44907
H 0.21198 1.71795 -0.92546
H -0.03244 -0.04717 -1.04336
C 2.62452 0.92951 -1.50838
C 2.36243 0.09211 -2.78290
C 3.67483 -0.24298 -3.49485
C 3.42452 -1.09234 -4.73787
C 2.48428 -0.37320 -5.69936
C 1.17243 -0.03566 -4.99900
C 1.43179 0.81502 -3.75851
H 0.48482 1.04992 -3.27033
H 1.89485 1.75822 -4.06026
H 0.51125 0.50068 -5.68310
H 0.66992 -0.96078 -4.70594
H 2.29230 -1.00024 -6.57278
H 2.95689 0.54878 -6.04613
H 4.37274 -1.30945 -5.23479
H 2.97806 -2.04439 -4.44031
H 4.33849 -0.78030 -2.81276
H 4.17238 0.68623 -3.78422
H 1.88882 -0.85028 -2.48815
H 3.67882 0.83559 -1.22819
H 2.43461 1.98508 -1.72773
H 3.22776 -0.82301 0.32966
H 1.75433 -1.52359 -0.38950
H 1.64805 -1.83964 1.98937
H 2.00470 -0.13321 2.31972
C -0.63391 -0.89783 2.75013
H -0.24747 -1.86876 3.07315
C -2.15397 -1.01748 2.53812
C -2.69852 -2.30137 3.17031
C -4.19746 -2.44101 2.91962
C -4.95092 -1.23678 3.47421
C -4.41243 0.05014 2.85853
C -2.91398 0.17844 3.11671
H -2.54454 1.10944 2.68328
H -2.73842 0.22206 4.19502
H -4.93545 0.91220 3.27849
H -4.59458 0.04077 1.78131
H -6.01814 -1.33439 3.26398
H -4.82549 -1.19894 4.55890
H -4.56641 -3.35801 3.38434
H -4.37685 -2.51539 1.84455
H -2.17643 -3.16521 2.75361
H -2.51052 -2.28099 4.24684
H -2.33557 -1.07128 1.46028
H -0.42607 -0.18592 3.56778
H -1.28420 0.82271 0.83641
H -0.12495 4.00971 2.17354
H -1.41647 3.16665 1.29163

=====

DFT (wB97M-V/def2-TZVPD) results for a single C20H38N2O2 molecule.

Computed properties:
E_HOMO (eV): -8.68
Multiplicity: 1
F_max (eV/A): 0.4
LUMO energy (eV): 0.9
DFT total energy (eV): -28431.707
Energy above the lowest of the compared OMol25 structures with the same formula, charge and spin (kJ/mol): 11.8
SMILES: C1CCC(OCCN2CCN(CCOC3CCCCC3)CC2)CC1

Atoms and positions in Å:
C -8.06586 -1.68439 0.00472
C -7.58231 -1.20474 1.36970
C -6.89321 0.15035 1.24818
H -7.59685 0.89917 0.88125
H -6.52960 0.48279 2.22244
C -5.71710 0.07944 0.26896
C -6.21088 -0.40552 -1.09721
C -6.89791 -1.76191 -0.97339
H -7.25234 -2.08478 -1.95436
H -6.17688 -2.50255 -0.61798
H -6.91069 0.33524 -1.48749
H -5.37083 -0.46679 -1.79174
H -4.97193 -0.62825 0.65874
O -5.13610 1.37446 0.15203
C -3.77170 1.48189 0.46750
H -3.60002 2.55466 0.58118
C -2.85468 0.90048 -0.61873
N -1.47171 0.84009 -0.18300
C -0.67903 -0.03079 -1.03278
C 0.73527 -0.15518 -0.47839
N 1.36495 1.15102 -0.43712
C 2.75366 1.09189 -0.02355
C 3.65471 0.56039 -1.14972
O 5.01286 0.86047 -0.93484
C 5.71128 -0.01756 -0.06102
C 6.86590 0.77057 0.55676
C 7.69241 -0.11346 1.48485
C 8.22862 -1.32813 0.73356
C 7.07904 -2.12075 0.11952
C 6.25805 -1.23664 -0.81346
H 5.43330 -1.80968 -1.24315
H 6.88075 -0.87910 -1.63571
H 7.46889 -2.97723 -0.43435
H 6.43585 -2.50248 0.91654
H 8.79864 -1.96504 1.41315
H 8.90164 -0.99495 -0.05920
H 8.52013 0.46447 1.90021
H 7.06825 -0.44927 2.31668
H 6.46245 1.62641 1.10009
H 7.48796 1.15306 -0.25366
H 5.04114 -0.36072 0.74102
H 3.38008 1.07054 -2.07640
H 3.51352 -0.51835 -1.28852
H 3.08700 2.10893 0.19760
H 2.88185 0.48571 0.89136
C 0.57548 2.02014 0.41589
C -0.83851 2.14633 -0.13955
H -1.41826 2.80250 0.51047
H -0.78861 2.59724 -1.14623
H 1.04234 3.00733 0.43843
H 0.51957 1.63161 1.44838
H 1.31467 -0.81139 -1.12934
H 0.68708 -0.60711 0.52918
H -1.14457 -1.01935 -1.05484
H -0.62275 0.35573 -2.06548
H -3.17794 -0.12405 -0.82174
H -2.97719 1.48396 -1.54771
H -3.54404 0.98605 1.42187
H -8.42537 -1.12745 2.05908
H -6.87950 -1.93354 1.78121
H -8.81319 -0.98717 -0.37968
H -8.53773 -2.66460 0.09978